No. 1
{"formula": "C41H54N5O3S2V", "method": "ωB97M-V with the def2-TZVPD basis set", "gap_ev": [5.977, 6.435], "total_charge": 1, "s2": 3.7616, "relative_energy_kj_mol": 0.0, "homo_energy_ev": [-8.38, -8.96], "spin_multiplicity": 4, "species": ["V", "C", "N", "C", "C", "C", "C", "C", "C", "C", "N", "C", "C", "C", "C", "C", "C", "N", "C", "C", "H", "H", "H", "H", "H", "H", "H", "H", "H", "H", "H", "H", "H", "H", "H", "H", "H", "H", "H", "H", "O", "S", "C", "C", "C", "C", "H", "H", "H", "H", "H", "H", "H", "H", "C", "C", "C", "N", "C", "S", "N", "C", "O", "C", "C", "C", "C", "C", "C", "H", "H", "H", "H", "H", "H", "H", "H", "H", "H", "H", "H", "H", "H", "C", "C", "C", "C", "C", "C", "C", "O", "C", "C", "C", "H", "H", "H", "H", "H", "H", "H", "H", "H", "H", "H", "H"], "xyz": [[-0.0469, 1.8519, -0.6659], [-0.6231, 4.1284, -2.6454], [-1.3935, 3.0305, -2.0143], [-2.0901, 2.2799, -3.0640], [-2.2691, 3.6274, -1.0005], [-3.5929, 3.9171, -1.2536], [-4.3937, 4.4669, -0.2550], [-3.8408, 4.7171, 0.9885], [-2.5028, 4.4383, 1.2502], [-1.6775, 3.9061, 0.2596], [-0.3492, 3.4985, 0.4191], [0.4458, 3.7031, 1.5286], [0.3973, 4.8045, 2.3968], [1.2050, 4.8679, 3.5202], [2.1139, 3.8594, 3.8138], [2.2475, 2.8100, 2.9159], [1.4486, 2.7410, 1.7882], [1.7278, 1.7258, 0.7447], [2.9372, 2.2091, 0.0293], [2.0159, 0.3850, 1.2699], [-1.3035, 4.7536, -3.2295], [-0.1516, 4.7207, -1.8619], [0.1423, 3.7021, -3.2906], [-2.6532, 2.9378, -3.7328], [-1.3499, 1.7338, -3.6498], [-2.7729, 1.5624, -2.6103], [-4.0175, 3.7009, -2.2232], [-5.4323, 4.6890, -0.4524], [-4.4541, 5.1232, 1.7814], [-2.1099, 4.6000, 2.2429], [-0.2833, 5.6154, 2.1817], [1.1279, 5.7249, 4.1759], [2.7315, 3.9060, 4.6981], [2.9987, 2.0503, 3.0893], [3.7524, 2.3468, 0.7440], [3.2217, 1.4875, -0.7331], [2.7132, 3.1604, -0.4506], [2.9836, 0.3311, 1.7786], [1.2354, 0.0939, 1.9726], [2.0241, -0.3193, 0.4348], [1.3867, 1.6047, -2.4076], [1.6861, 0.7962, -3.6730], [3.3250, 0.1003, -3.4585], [4.3191, 1.1582, -3.9191], [3.7165, 1.6909, -5.2167], [2.2531, 2.0062, -4.8915], [3.3548, -0.7959, -4.0839], [3.3852, -0.2091, -2.4162], [5.3179, 0.7458, -4.0488], [4.3786, 1.9549, -3.1736], [3.7698, 0.9250, -5.9930], [4.2265, 2.5758, -5.5949], [1.5810, 1.9899, -5.7460], [2.1461, 2.9572, -4.3673], [0.4755, -4.5481, 1.9258], [-0.7451, -3.9099, 1.2774], [-0.4574, -2.5728, 0.6188], [0.4440, -2.7386, -0.5259], [0.2874, -2.1353, -1.6939], [-0.8177, -0.8946, -1.9647], [1.1313, -2.4685, -2.7403], [2.1921, -3.3793, -2.8715], [3.1234, -3.0795, -3.5806], [2.0986, -4.7215, -2.2212], [0.9103, -5.4449, -2.2282], [0.8909, -6.7261, -1.6974], [2.0493, -7.2635, -1.1497], [3.2338, -6.5376, -1.1429], [3.2648, -5.2658, -1.6960], [0.2075, -5.4505, 2.4731], [0.9516, -3.8663, 2.6332], [1.2313, -4.8494, 1.1960], [-1.5207, -3.7348, 2.0290], [-1.1752, -4.5860, 0.5335], [0.0020, -1.8849, 1.3361], [-1.3638, -2.0927, 0.2507], [1.1228, -3.4842, -0.4559], [1.1047, -1.7832, -3.4876], [0.0171, -5.0161, -2.6643], [-0.0208, -7.3063, -1.7184], [2.0304, -8.2594, -0.7288], [4.1331, -6.9668, -0.7253], [4.1812, -4.6945, -1.7366], [-4.4134, -3.1987, 4.4881], [-3.6339, -2.1285, 3.7795], [-3.9873, -1.7355, 2.4924], [-3.2974, -0.7465, 1.8062], [-3.7705, -0.3423, 0.4357], [-2.2115, -0.1423, 2.4517], [-1.3684, 0.8302, 1.7692], [-1.3202, 0.9355, 0.5523], [-1.8641, -0.4785, 3.7767], [-0.7576, 0.2151, 4.5404], [-2.5761, -1.4844, 4.4117], [-4.9546, -3.8279, 3.7838], [-5.1456, -2.7578, 5.1660], [-3.7630, -3.8353, 5.0868], [-4.8355, -2.2067, 2.0117], [-4.7593, -0.7590, 0.2580], [-3.0935, -0.6995, -0.3421], [-3.8229, 0.7421, 0.3323], [-0.7046, 1.4599, 2.3727], [-0.9449, 1.2843, 4.6507], [0.2196, 0.1155, 4.0675], [-0.6793, -0.2088, 5.5393], [-2.3071, -1.7582, 5.4242]], "atomic_forces_ev_per_a": [[1.034, -0.472, -1.331], [0.019, -0.165, 0.161], [-0.156, 0.184, 0.300], [-0.050, -0.077, 0.177], [0.175, -0.089, -0.029], [-0.055, 0.004, 0.175], [0.053, 0.012, -0.012], [0.084, -0.056, 0.021], [-0.200, 0.045, -0.046], [0.563, -0.109, 0.120], [-0.145, 0.596, -0.027], [-0.210, -0.087, -0.241], [-0.094, -0.056, 0.161], [0.022, 0.007, 0.016], [-0.068, -0.009, -0.090], [-0.033, 0.119, 0.040], [0.092, -0.348, -0.143], [-0.043, 0.440, 0.137], [-0.170, -0.074, -0.024], [-0.162, 0.010, 0.042], [0.062, 0.076, -0.017], [0.017, -0.002, -0.087], [0.019, 0.034, -0.054], [-0.006, -0.015, -0.025], [-0.001, 0.016, -0.018], [0.002, -0.020, -0.013], [-0.045, 0.009, -0.031], [-0.032, 0.002, -0.008], [-0.037, 0.018, 0.016], [-0.025, 0.033, 0.005], [0.000, 0.013, -0.001], [-0.013, 0.030, 0.012], [0.020, 0.013, 0.038], [0.034, -0.014, 0.023], [0.055, -0.001, -0.058], [0.009, 0.006, -0.005], [0.027, 0.013, -0.003], [-0.022, 0.003, 0.007], [0.023, -0.048, -0.017], [0.012, -0.018, 0.020], [0.113, -0.150, -0.392], [-0.649, 0.295, 0.681], [0.232, -0.023, -0.026], [-0.093, 0.034, 0.083], [-0.059, 0.031, 0.022], [0.160, 0.167, -0.108], [0.082, 0.028, 0.060], [0.089, -0.037, 0.024], [-0.005, -0.040, -0.042], [0.030, 0.029, -0.021], [0.018, -0.001, -0.002], [-0.003, 0.013, 0.030], [0.012, 0.006, -0.041], [0.030, 0.019, -0.029], [0.089, -0.047, 0.051], [-0.128, 0.010, 0.056], [0.102, 0.109, -0.122], [-0.076, -0.315, 0.098], [0.114, 0.419, -0.096], [0.022, -0.049, -0.135], [-0.060, -0.012, -0.063], [-0.089, -0.276, 0.062], [0.038, 0.036, -0.066], [0.018, 0.418, -0.015], [-0.033, -0.036, 0.118], [0.057, 0.082, -0.016], [-0.005, -0.015, 0.042], [-0.049, 0.100, -0.074], [-0.026, -0.210, 0.084], [-0.047, -0.017, -0.003], [-0.017, 0.040, 0.009], [0.027, 0.003, -0.069], [0.053, -0.008, -0.011], [-0.030, -0.007, 0.006], [-0.002, -0.023, -0.007], [0.063, -0.096, 0.033], [0.004, -0.010, -0.024], [-0.083, -0.102, 0.110], [-0.033, 0.017, -0.004], [-0.022, -0.015, 0.005], [-0.003, -0.028, -0.001], [0.021, -0.023, 0.023], [0.042, 0.017, 0.005], [0.006, -0.050, 0.013], [-0.110, -0.061, -0.045], [0.007, 0.000, 0.007], [-0.253, -0.163, -0.081], [0.019, -0.059, 0.026], [0.443, 0.441, 0.175], [-0.173, -0.170, 0.627], [-0.456, -0.351, -0.216], [-0.050, -0.048, 0.159], [-0.036, -0.010, -0.049], [0.095, 0.120, -0.082], [-0.011, 0.004, -0.022], [-0.011, 0.046, 0.009], [0.035, 0.011, 0.010], [-0.038, -0.032, -0.011], [-0.045, -0.012, -0.027], [-0.026, 0.015, 0.014], [-0.003, 0.015, 0.014], [-0.021, 0.020, 0.090], [-0.044, 0.017, -0.017], [0.031, -0.044, -0.058], [-0.005, -0.002, 0.004], [-0.014, -0.043, 0.033]]}



No. 2
{"formula": "C41H55N15O2", "method": "ωB97M-V with the def2-TZVPD basis set", "gap_ev": 8.332, "homo_energy_ev": -9.36, "species": ["N", "C", "C", "C", "C", "C", "C", "C", "C", "C", "C", "O", "C", "C", "C", "O", "H", "H", "H", "H", "H", "H", "H", "H", "H", "H", "H", "H", "H", "C", "C", "N", "H", "H", "H", "C", "C", "N", "H", "H", "H", "C", "C", "N", "H", "H", "H", "C", "C", "N", "H", "H", "H", "C", "C", "N", "H", "H", "H", "C", "C", "N", "H", "H", "H", "C", "C", "N", "H", "H", "H", "C", "C", "N", "H", "H", "H", "C", "C", "N", "H", "H", "H", "C", "C", "N", "H", "H", "H", "C", "C", "N", "H", "H", "H", "C", "C", "N", "H", "H", "H", "C", "C", "N", "H", "H", "H", "C", "C", "N", "H", "H", "H"], "xyz": [[1.5333, -0.2643, -0.0335], [0.3709, -0.6948, -0.8364], [-0.7652, -1.3628, 0.0054], [-0.3498, -1.8043, 1.4306], [0.8060, -2.8038, 1.4838], [0.8782, -3.7550, 0.4078], [1.9393, -4.6574, 0.3753], [2.9220, -4.6056, 1.3900], [2.8758, -3.7154, 2.4434], [1.7689, -2.7469, 2.5178], [1.7724, -1.7819, 3.6690], [1.3427, -0.6490, 3.6528], [2.4232, -2.2897, 4.9514], [3.4526, -3.1373, 4.8793], [3.9431, -3.6293, 3.5326], [5.0824, -3.9378, 3.2605], [2.1387, -1.0828, 0.0398], [2.1053, 0.3893, -0.5650], [-0.0582, 0.2190, -1.2796], [0.6618, -1.4071, -1.6324], [-1.1725, -2.2073, -0.5749], [-1.5983, -0.6508, 0.1076], [-1.2342, -2.3156, 1.8667], [-0.1933, -0.9047, 2.0323], [0.1363, -3.7846, -0.3875], [2.0447, -5.3637, -0.4490], [3.7765, -5.2853, 1.3342], [2.0864, -1.9779, 5.9417], [3.9338, -3.4638, 5.8051], [2.6133, 2.4349, 3.6299], [3.5630, 3.3700, 3.0164], [4.3074, 4.1007, 2.5351], [2.5438, 1.5292, 3.0298], [2.9476, 2.1724, 4.6321], [1.6289, 2.8953, 3.6920], [7.6237, -1.6955, 4.8006], [6.8901, -1.2722, 6.0249], [6.2901, -0.9609, 6.9560], [6.9308, -2.1905, 4.1374], [8.0434, -0.8331, 4.3207], [8.4190, -2.3832, 5.0755], [11.4961, -0.8556, 5.9264], [11.5315, -1.9298, 4.9277], [11.5582, -2.7683, 4.1445], [10.4693, -0.6817, 6.2458], [12.0956, -1.1351, 6.7909], [11.8956, 0.0611, 5.4966], [9.8131, -2.7914, 0.6738], [9.0649, -2.3133, 1.8382], [8.4937, -1.9394, 2.7652], [9.1400, -3.3099, -0.0087], [10.2743, -1.9487, 0.1500], [10.5941, -3.4787, 0.9966], [-4.7116, -0.1813, 1.8253], [-4.4690, -0.7291, 0.4838], [-4.2813, -1.1508, -0.5682], [-5.7062, -0.4637, 2.1660], [-3.9704, -0.5732, 2.5203], [-4.6406, 0.9051, 1.7910], [-5.6216, 2.4092, -1.6460], [-5.3963, 2.8936, -0.2796], [-5.2222, 3.2821, 0.7897], [-4.9863, 2.9543, -2.3419], [-5.3856, 1.3471, -1.7076], [-6.6642, 2.5587, -1.9246], [-9.7519, 3.7747, -0.4150], [-9.5088, 3.2392, -1.7573], [-9.3290, 2.8181, -2.8130], [-10.7452, 3.4851, -0.0792], [-9.0142, 3.3771, 0.2787], [-9.6829, 4.8616, -0.4279], [-9.8986, 4.1190, -6.3695], [-8.9294, 5.0486, -6.9574], [-8.1720, 5.7814, -7.4153], [-9.9899, 3.2349, -6.9970], [-9.5678, 3.8189, -5.3753], [-10.8718, 4.6007, -6.2902], [0.3235, -5.7880, 4.7837], [-0.7221, -5.6745, 3.7789], [-1.5345, -5.5621, 2.9768], [0.0268, -5.2783, 5.6992], [0.5111, -6.8368, 5.0072], [1.2306, -5.3192, 4.4029], [-10.2315, -0.6725, -0.9331], [-9.9064, 0.2531, 0.1574], [-9.6528, 0.9801, 1.0099], [-9.5901, -0.4721, -1.7898], [-10.0785, -1.6988, -0.6041], [-11.2711, -0.5437, -1.2288], [5.0898, 7.1510, 4.0131], [4.6853, 8.0137, 5.1298], [4.3683, 8.6882, 6.0034], [4.7481, 7.5784, 3.0725], [6.1743, 7.0609, 3.9896], [4.6544, 6.1613, 4.1305], [-6.2853, 3.9031, -9.5500], [-5.3374, 2.7827, -9.5629], [-4.5967, 1.9047, -9.5766], [-6.2814, 4.3849, -8.5744], [-6.0042, 4.6333, -10.3071], [-7.2893, 3.5410, -9.7596], [-8.9598, 1.0256, -11.4105], [-9.3547, 1.8614, -10.2720], [-9.6605, 2.5181, -9.3813], [-9.2897, 1.4874, -12.3394], [-7.8760, 0.9175, -11.4303], [-9.4145, 0.0408, -11.3204], [11.1278, -2.3223, -3.7519], [11.3369, -1.7923, -2.4003], [11.5005, -1.3772, -1.3424], [11.7763, -1.8038, -4.4558], [11.3587, -3.3859, -3.7713], [10.0907, -2.1768, -4.0490]], "atomic_forces_ev_per_a": [[0.285, -0.560, -0.320], [-0.377, 0.147, 0.078], [0.256, 0.136, 0.017], [-0.772, -0.248, -0.170], [-0.307, 0.760, -0.363], [1.084, -0.031, 1.262], [-0.058, 0.748, 0.544], [0.521, -0.444, -0.240], [-1.802, 1.766, 0.679], [0.934, -1.921, -1.218], [0.114, 0.019, 0.755], [-0.109, -0.277, -0.139], [0.146, -0.653, -0.587], [0.103, -0.145, -0.174], [-0.436, -0.254, -0.845], [-0.174, 0.037, 0.732], [-0.041, 0.208, 0.366], [-0.323, 0.056, 0.021], [0.218, -0.490, -0.158], [-0.100, 0.471, 0.105], [0.050, 0.326, 0.273], [0.280, -0.266, 0.049], [0.335, 0.147, -0.124], [0.350, -0.420, -0.139], [0.083, 0.168, 0.367], [-0.056, 0.129, 0.309], [-0.245, 0.191, 0.061], [-0.101, 0.394, -0.525], [0.219, 0.052, -0.501], [0.188, 0.119, -0.135], [-0.122, -0.115, 0.085], [-0.072, -0.043, 0.068], [-0.048, 0.010, 0.011], [0.010, -0.002, -0.021], [0.011, -0.011, -0.019], [-1.234, 0.547, 2.631], [0.056, -0.309, 0.002], [0.068, 0.011, -0.109], [-0.172, 0.026, 0.144], [-0.184, 0.326, 0.347], [-0.009, -0.005, -0.033], [-0.020, -0.179, -0.164], [-0.003, 0.143, 0.119], [0.006, 0.039, 0.037], [0.013, -0.005, -0.008], [-0.011, -0.003, -0.013], [-0.010, -0.017, -0.006], [-0.189, 0.190, 0.235], [0.123, -0.136, -0.031], [1.423, -0.633, -3.183], [-0.019, 0.012, 0.028], [-0.193, -0.284, 0.326], [0.002, 0.050, 0.056], [0.095, -0.095, -0.258], [-0.094, 0.089, 0.240], [-0.059, 0.091, 0.056], [0.008, 0.005, -0.022], [-0.003, 0.000, -0.020], [-0.016, -0.009, 0.021], [0.004, 0.023, 0.181], [0.012, 0.052, 0.014], [-0.065, -0.192, -0.306], [-0.003, 0.010, 0.029], [0.021, 0.013, 0.036], [0.015, 0.004, -0.012], [0.094, 0.088, -0.174], [-0.064, 0.017, 0.006], [0.002, 0.066, 0.259], [0.039, -0.047, 0.020], [-0.050, -0.033, 0.008], [0.010, -0.017, -0.082], [0.162, 0.076, 0.039], [-0.156, -0.114, 0.035], [-0.051, -0.112, 0.048], [0.034, 0.072, -0.075], [-0.001, 0.027, 0.010], [0.027, 0.025, -0.016], [0.092, 0.019, 0.056], [-0.074, 0.101, -0.078], [-0.038, -0.001, -0.027], [-0.035, -0.010, -0.021], [0.055, 0.026, -0.010], [0.034, -0.066, 0.026], [0.074, 0.124, 0.156], [-0.030, -0.122, -0.135], [-0.018, -0.123, -0.100], [-0.013, 0.032, 0.016], [0.001, 0.021, 0.013], [0.016, 0.013, 0.008], [-0.086, 0.165, 0.252], [0.071, -0.086, -0.150], [0.024, -0.060, -0.071], [-0.008, -0.029, 0.010], [-0.017, -0.005, 0.004], [0.022, 0.005, -0.063], [0.254, -0.187, -0.015], [-0.116, 0.146, -0.029], [-0.099, 0.046, -0.018], [-0.056, 0.015, -0.028], [0.019, -0.004, 0.024], [-0.010, 0.045, 0.080], [-0.036, 0.137, 0.167], [0.010, -0.131, -0.145], [0.033, -0.093, -0.096], [-0.004, 0.006, 0.023], [-0.011, 0.004, 0.025], [0.007, 0.016, 0.015], [0.033, 0.078, 0.215], [0.030, -0.024, -0.196], [0.205, 0.098, -0.468], [-0.006, 0.000, 0.020], [0.003, 0.017, 0.010], [0.014, 0.007, 0.013]]}



| no. | maximum force (eV Å⁻¹) |
| --- | --- |
| 1 | 1.75 |
| 2 | 3.54 |